Record 1
This record from OMol25 describes C9H12F2N2O2 in the gas phase at a distorted geometry. The level of theory is ωB97M-V/def2-TZVPD.

Geometry (Å):
C -1.934 -0.366 -2.843
C -1.082 -1.024 -2.099
C -1.217 -1.655 -0.773
N -0.707 -0.883 0.487
C 0.100 -1.395 1.516
C 0.777 -0.442 2.090
N 0.439 0.866 1.624
C 1.601 1.748 1.224
C 2.128 2.616 2.488
O 3.223 3.088 2.633
O 1.119 2.689 3.315
C 1.279 2.870 -0.036
F 1.743 2.212 -1.112
F 0.037 3.280 -0.261
C -0.548 0.550 0.494
H -1.562 -0.043 -3.779
H -2.955 -0.029 -2.522
H -0.180 -1.274 -2.644
H -0.617 -2.608 -0.763
H -2.393 -1.928 -0.676
H 0.239 -2.414 1.718
H 1.363 -0.476 2.942
H 2.552 1.268 0.901
H 0.386 2.112 3.012
H 2.041 3.711 0.088
H -0.286 1.117 -0.396
H -1.535 1.024 0.828

Force components x, y, z for each atom (eV/Å):
C -1.86 0.96 1.04
C 1.39 -0.51 -0.34
C -1.52 -0.99 2.59
N -0.50 -1.00 -2.14
C -0.41 0.19 -1.95
C 0.22 1.56 0.49
N 0.41 0.56 -2.08
C 0.36 1.84 -0.40
C -1.21 -1.50 -1.71
O -0.73 -0.18 -0.27
O -0.14 1.03 1.98
C 3.48 -1.10 2.52
F -0.36 -0.43 -1.39
F -0.30 0.08 0.36
C -1.74 2.05 1.76
H -0.13 0.31 -1.01
H 1.05 -0.47 -0.29
H 0.49 0.13 0.30
H -0.86 0.82 -0.02
H 2.67 0.59 0.31
H -0.32 -1.24 0.13
H 1.18 -0.41 1.41
H -0.96 -0.21 -0.28
H 0.17 -0.10 -0.37
H -1.52 -0.56 0.23
H 0.14 -0.98 -0.43
H 0.99 -0.46 -0.44

* spin multiplicity: 1
* energy relative to the best compared isomer or geometry (same formula, charge and spin): 35.12 kcal/mol
* SMILES string: C=CCN1C=CN([C@H](C(=O)O)C(F)F)C1
* highest occupied orbital energy: -7.636 eV
* M: 218.20 g mol⁻¹


Record 2
This record from OMol25 describes C9H12FN3 in the gas phase at a distorted geometry. The level of theory is ωB97M-V/def2-TZVPD.

Geometry (Å):
C -3.558 0.531 0.441
C -2.816 -0.194 -0.381
C -0.481 -0.299 -0.785
C 2.325 0.746 -0.838
C 0.865 0.398 -0.196
C 3.262 0.529 0.445
C 1.090 -0.452 1.034
C 2.575 -0.649 1.057
C -3.075 -1.139 -1.527
N -2.760 1.310 1.241
N -1.568 1.120 0.867
N -1.512 0.217 -0.223
F 2.303 2.045 -1.286
H -4.577 0.392 0.530
H 2.427 0.018 -1.737
H 0.465 1.383 0.040
H 4.272 0.447 0.029
H 3.015 1.365 1.212
H 0.739 0.088 1.926
H 0.519 -1.475 0.996
H 2.829 -1.609 0.529
H 3.098 -0.750 2.032
H -4.046 -1.720 -1.373
H -3.253 -0.554 -2.476
H -2.138 -1.744 -1.557

Force components x, y, z for each atom (eV/Å):
C 0.00 -0.80 -0.10
C -0.39 -1.03 -2.85
C 4.90 0.02 -1.24
C -2.27 -2.13 0.34
C -1.88 0.84 -1.12
C -2.47 1.72 -1.90
C -0.89 -1.07 1.04
C 2.71 -2.64 0.84
C -1.24 -0.05 0.21
N 1.36 -0.51 -0.63
N 1.03 1.75 1.04
N -2.32 0.95 2.51
F 0.18 -0.08 -0.18
H -1.90 0.32 0.50
H 0.71 1.29 1.45
H 0.55 0.20 0.51
H 0.00 0.01 1.01
H 1.07 -0.75 -1.73
H -0.06 -0.26 -0.23
H 1.03 1.78 0.06
H -0.14 0.84 0.19
H -1.00 -0.36 -0.07
H 1.51 0.51 -0.02
H 0.59 -0.63 0.93
H -1.08 0.10 -0.57

* spin multiplicity: 1
* energy relative to the best compared isomer or geometry (same formula, charge and spin): 129.73 kcal/mol
* highest occupied orbital energy: -8.630 eV
* M: 181.21 g mol⁻¹


Record 3
This record from OMol25 describes C9H12FNO2 in the gas phase at a distorted geometry. The level of theory is ωB97M-V/def2-TZVPD.

Geometry (Å):
C 0.877 1.734 -1.656
N 0.529 2.024 -0.297
C 1.517 2.730 0.391
C -0.373 1.154 0.387
C -1.389 0.495 -0.525
C -1.567 -0.842 -0.682
C -0.859 -1.903 0.078
C 0.299 -1.829 0.803
C 1.018 -0.504 0.909
F 1.491 -0.397 2.179
C -1.724 -3.079 0.023
O -2.742 -3.162 -0.690
O -1.436 -4.152 0.835
H 1.540 0.935 -1.698
H -0.052 1.230 -2.106
H 1.253 2.569 -2.308
H 2.202 2.024 0.868
H 1.969 3.426 -0.295
H 1.168 3.378 1.231
H -0.476 1.456 1.419
H -2.250 0.924 -0.799
H -2.399 -1.118 -1.327
H 0.489 -2.640 1.551
H 1.724 -0.497 0.185
H -0.811 -3.956 1.524

Force components x, y, z for each atom (eV/Å):
C -2.83 -0.20 -1.41
N -2.82 -0.10 -0.17
C 0.45 0.87 2.10
C 3.81 -1.18 -1.83
C 2.35 -3.12 2.62
C 1.57 1.61 0.47
C 0.31 0.31 -0.75
C -1.93 1.16 0.40
C -4.84 -1.14 0.99
F 0.68 0.49 0.52
C -2.58 -2.22 -0.62
O 2.76 -0.03 1.80
O -0.89 0.29 -1.04
H 1.91 -1.46 -0.12
H 1.18 1.16 0.15
H -0.56 -0.52 1.07
H 0.72 0.11 -0.17
H 0.64 -0.04 -0.15
H -0.34 -0.57 -0.50
H -0.82 0.16 0.02
H -2.69 2.81 -1.21
H 0.31 -0.29 0.40
H 0.38 0.83 -0.77
H 2.71 0.75 -2.07
H 0.53 0.34 0.28

* spin multiplicity: 1
* energy relative to the best compared isomer or geometry (same formula, charge and spin): 97.66 kcal/mol
* SMILES string: CN(C)/C=C/C=C(\C=C\F)C(=O)O
* highest occupied orbital energy: -7.779 eV
* M: 185.20 g mol⁻¹


Record 4
This record from OMol25 describes a molecular structure, C9H12N13O4Os at a distorted geometry. The level of theory is ωB97M-V/def2-TZVPD.

Geometry (Å):
Os 0.075 -0.499 0.405
N 1.771 -0.139 1.687
C 3.054 -0.610 1.108
C 3.054 -0.077 -0.306
N 1.778 -0.561 -0.892
H 1.820 0.852 1.925
H 1.572 -0.639 2.551
H 3.044 -1.700 1.116
H 3.895 -0.265 1.706
H 3.902 -0.397 -0.905
H 3.021 1.013 -0.297
H 1.842 -1.554 -1.124
H 1.567 -0.076 -1.763
N -1.122 -0.415 3.622
C -0.962 0.776 2.977
N -1.221 1.960 3.491
N -0.905 2.835 2.527
N -0.489 2.242 1.471
N -0.499 0.896 1.720
C -0.931 -1.642 3.045
N -1.255 -2.775 3.592
N -0.928 -3.714 2.657
N -0.452 -3.197 1.604
N -0.421 -1.828 1.792
H -1.559 -0.398 4.534
O -2.465 -0.120 -4.919
C -2.226 1.087 -4.424
O -2.537 2.099 -4.981
C -1.545 1.167 -3.089
C -1.304 2.373 -2.442
N -0.695 2.109 -1.282
N -0.534 0.791 -1.130
C -1.058 0.204 -2.208
C -1.077 -1.288 -2.147
O -1.413 -1.975 -3.072
O -0.629 -1.766 -0.982
H -2.170 -0.846 -4.333
H -1.546 3.376 -2.753
H -0.452 2.702 -0.482

Force components x, y, z for each atom (eV/Å):
Os 0.42 -0.99 0.04
N -0.03 0.21 -0.14
C -0.15 -0.01 -0.09
C -0.12 0.00 0.13
N -0.07 0.07 0.03
H 0.09 0.01 0.02
H 0.03 0.02 0.02
H 0.02 0.00 0.01
H 0.05 0.06 -0.05
H 0.04 -0.08 0.07
H 0.03 0.00 -0.06
H 0.07 0.00 -0.01
H 0.04 0.02 0.04
N 0.13 0.00 0.00
C 0.08 -0.15 0.05
N 0.07 0.04 -0.04
N -0.07 -0.08 -0.04
N 0.15 -0.02 0.06
N -0.63 0.12 -0.19
C -0.05 0.07 0.08
N -0.03 -0.09 -0.09
N 0.13 0.03 0.03
N -0.19 0.04 0.02
N 0.13 0.08 -0.11
H -0.02 0.00 -0.01
O 0.04 0.03 0.07
C -0.13 -0.05 0.04
O 0.06 0.00 -0.03
C -0.04 0.11 -0.01
C 0.02 0.04 -0.07
N 0.13 0.00 0.00
N 0.11 0.26 0.05
C -0.08 -0.18 0.20
C 0.51 0.00 -0.17
O -0.19 0.01 0.02
O -0.47 0.54 0.27
H 0.05 -0.02 -0.06
H 0.00 -0.01 -0.01
H -0.14 -0.06 -0.07

* spin multiplicity: 1
* energy relative to the best compared isomer or geometry (same formula, charge and spin): 31.05 kcal/mol
* charge: +1
* highest occupied orbital energy: -12.756 eV
* M: 556.51 g mol⁻¹


Record 5
This record from OMol25 describes C9H12N2 in the gas phase at a distorted geometry. The level of theory is ωB97M-V/def2-TZVPD.

Geometry (Å):
C 0.451 -2.755 -1.468
N 0.637 -1.716 -0.416
N -0.225 -1.936 0.722
C -0.453 -0.792 -0.197
C -1.617 -0.907 -1.174
C -0.027 0.519 0.402
C -0.736 1.085 1.441
C -0.305 2.365 1.860
C 0.818 3.041 1.317
C 1.485 2.445 0.277
C 1.139 1.170 -0.089
H 1.325 -3.391 -1.195
H -0.491 -3.166 -1.454
H 0.563 -2.430 -2.402
H 0.162 -1.859 1.643
H -2.182 -1.732 -1.071
H -1.296 -0.800 -2.209
H -2.131 0.007 -1.021
H -1.544 0.529 1.745
H -0.890 2.623 2.716
H 1.166 3.997 1.553
H 2.311 2.856 -0.143
H 1.841 0.847 -0.837

Force components x, y, z for each atom (eV/Å):
C 2.57 -0.31 4.71
N 0.49 0.62 -0.24
N -2.11 -1.12 -1.84
C 1.11 -1.74 1.03
C 2.52 3.53 0.07
C 1.56 0.09 -1.67
C 2.98 2.06 -2.16
C 0.04 -0.94 0.43
C -2.03 -1.35 0.01
C -2.06 -1.71 1.90
C -0.71 -0.10 -0.59
H -1.16 -0.40 -0.67
H -1.98 -1.60 0.60
H 0.98 2.02 -3.71
H 0.86 1.05 0.01
H -1.96 -2.72 0.61
H 0.44 -0.27 -0.05
H -1.38 0.63 0.18
H -1.96 -0.60 1.37
H 0.11 1.35 0.47
H -0.07 1.39 1.07
H 2.28 1.40 -1.18
H -0.53 -1.28 -0.38

* spin multiplicity: 1
* energy relative to the best compared isomer or geometry (same formula, charge and spin): 101.92 kcal/mol
* SMILES string: CN1N[C@@]1(C)c1ccccc1
* highest occupied orbital energy: -8.843 eV
* M: 148.21 g mol⁻¹


Record 6
This record from OMol25 describes C9H12N2 in the gas phase at a distorted geometry. The level of theory is ωB97M-V/def2-TZVPD.

Geometry (Å):
C -1.298 1.741 -2.347
C -0.179 1.744 -1.314
N -0.365 0.725 -0.233
C -1.729 0.452 0.235
N -1.433 -0.648 1.141
C -0.097 -1.066 1.192
C 0.508 -1.983 2.030
C 1.864 -2.144 1.739
C 2.579 -1.459 0.722
C 1.947 -0.375 0.039
C 0.559 -0.242 0.271
H -2.222 2.156 -1.815
H -0.962 2.359 -3.230
H -1.621 0.801 -2.729
H 0.691 1.491 -1.931
H -0.110 2.724 -0.828
H -2.075 1.397 0.757
H -2.391 0.167 -0.545
H -2.191 -1.233 1.481
H 0.017 -2.634 2.850
H 2.231 -2.853 2.435
H 3.685 -1.445 0.592
H 2.593 0.324 -0.515

Force components x, y, z for each atom (eV/Å):
C -1.26 2.06 0.70
C 0.20 -1.86 0.38
N 0.45 -0.17 -0.99
C 2.43 0.65 1.65
N -1.47 -0.58 1.00
C -1.95 0.82 -0.15
C -0.30 -0.19 -0.37
C 0.39 -0.08 -0.46
C -0.16 1.30 0.98
C -0.83 -0.81 0.81
C 1.33 1.31 -1.12
H 0.99 -0.10 -1.23
H -0.70 -0.34 1.04
H 0.28 -1.02 -0.14
H 0.43 0.19 0.86
H 0.26 0.00 -0.40
H -0.24 -0.96 -0.36
H -0.85 -0.21 -0.80
H 0.53 0.32 -0.17
H 0.67 1.47 -1.65
H 1.54 -0.64 0.01
H -0.98 -0.75 0.41
H -0.77 -0.42 -0.01

* spin multiplicity: 1
* energy relative to the best compared isomer or geometry (same formula, charge and spin): 55.28 kcal/mol
* SMILES string: CCN1CNc2ccccc21
* highest occupied orbital energy: -6.718 eV
* M: 148.21 g mol⁻¹


Record 7
This record from OMol25 describes C9H12N2 in the gas phase at a distorted geometry. The level of theory is ωB97M-V/def2-TZVPD.

Geometry (Å):
C 2.742 0.825 -0.156
C 3.323 -0.445 -0.204
C 1.348 0.638 0.107
C 0.220 1.467 0.181
C -0.560 2.516 0.223
C 0.019 -1.529 0.307
C -1.217 -0.809 0.094
C -1.649 -0.573 -1.370
C -2.051 -0.361 1.203
N 2.381 -1.374 -0.103
N 1.254 -0.743 0.048
H 3.246 1.876 -0.243
H 4.355 -0.685 -0.639
H -1.653 2.348 0.239
H -0.131 3.540 0.074
H 0.219 -2.046 1.250
H 0.139 -2.282 -0.509
H -2.655 -0.943 -1.605
H -0.838 -1.143 -1.971
H -1.751 0.555 -1.619
H -1.517 0.054 2.074
H -2.533 -1.321 1.695
H -2.691 0.435 0.923

Force components x, y, z for each atom (eV/Å):
C -0.03 2.85 0.67
C 1.36 0.57 -1.81
C 2.42 -0.91 -1.09
C -0.92 -0.87 0.23
C 0.58 0.24 -0.58
C 1.83 -1.58 -1.23
C 0.00 2.23 -1.33
C 1.14 0.29 0.20
C -0.01 -2.19 2.43
N 0.47 -0.66 -0.16
N -1.33 1.08 0.97
H -0.99 -2.37 0.16
H -1.65 0.19 1.29
H 0.52 0.48 0.12
H -0.69 -0.72 0.31
H -0.65 0.24 0.09
H -0.33 0.01 0.74
H 0.21 -0.42 0.15
H -1.62 1.38 0.32
H 0.68 -1.78 0.27
H 0.37 -0.22 -0.41
H -0.03 1.91 -1.01
H -1.35 0.25 -0.33

* spin multiplicity: 1
* energy relative to the best compared isomer or geometry (same formula, charge and spin): 150.14 kcal/mol
* highest occupied orbital energy (alpha / beta): -8.013 / -7.703 eV
* M: 148.21 g mol⁻¹


Record 8
This record from OMol25 describes C9H12N2O2 in the gas phase at a distorted geometry. The level of theory is ωB97M-V/def2-TZVPD.

Geometry (Å):
C 2.712 -1.468 0.090
C -0.930 -0.617 -0.429
C 0.090 2.132 0.172
C -2.242 -0.808 -0.305
C 0.245 -1.189 0.173
C 1.672 -0.622 -0.406
C 2.093 0.776 -0.107
C -0.600 2.836 1.074
C -2.876 -1.960 0.534
N 3.486 -2.232 0.409
N 1.145 1.822 -0.606
O -3.127 0.045 -0.835
O 3.269 1.211 -0.643
H 0.217 -1.085 1.262
H 0.320 -2.152 -0.128
H 1.768 -0.714 -1.527
H 2.128 0.779 0.947
H -2.733 0.835 -1.177
H -0.443 3.846 1.320
H -1.532 2.383 1.386
H -3.777 -2.176 -0.049
H -3.009 -1.462 1.465
H -2.135 -2.775 0.478
H 0.920 1.607 -1.554
H 3.339 0.989 -1.544

Force components x, y, z for each atom (eV/Å):
C -0.48 -0.14 -0.25
C -1.41 1.06 -0.12
C -1.99 -0.85 0.89
C 2.10 -0.52 0.52
C 1.66 3.25 0.11
C -1.09 -0.42 -1.64
C -1.64 2.02 -0.55
C 0.70 -1.91 -2.31
C 1.22 1.28 -3.13
N 1.32 -1.09 0.69
N 0.16 0.12 1.52
O -2.10 -0.40 0.18
O 1.76 -0.39 1.78
H 0.42 -0.10 -0.03
H 0.18 -3.46 -0.45
H -0.77 -0.27 0.75
H 0.27 0.96 1.38
H 0.82 0.56 -0.23
H 0.56 1.28 0.52
H -0.04 0.04 0.28
H -0.13 -0.40 0.79
H -0.51 -0.43 1.10
H -0.67 0.17 0.62
H -0.49 0.13 -0.62
H 0.15 -0.50 -1.81

* spin multiplicity: 1
* energy relative to the best compared isomer or geometry (same formula, charge and spin): 160.19 kcal/mol
* highest occupied orbital energy (alpha / beta): -6.708 / -8.390 eV
* M: 180.21 g mol⁻¹


Which of these has the highest M? C9H12N13O4Os